Entry from OMol25: 9 unconnected molecules or ions with the total composition C27H72O9 in a non-equilibrium geometry (ωB97M-V with the def2-TZVPD basis set).

Values from the calculation:
Molar mass (g/mol): 540.86
Relative energy (zero: lowest compared OMol25 entry of this formula, charge and spin) (kcal per mole): 239.4
Total charge: 0
HOMO (hartree): -0.3277
Kohn-Sham gap (Ha): 0.345
LUMO energy (eV): 0.47

Cartesian coordinates (Å):
C -2.132 0.387 -5.349
C -0.810 0.509 -4.649
C -0.621 1.943 -4.191
O -0.599 -0.343 -3.738
H -2.389 -0.638 -5.500
H -2.030 0.753 -6.380
H -2.868 0.958 -4.807
H 0.004 0.271 -5.321
H -0.676 2.713 -4.960
H 0.382 1.972 -3.726
H -1.366 2.161 -3.391
H -0.374 -1.142 -4.208
C -2.068 0.964 0.706
C -1.445 0.708 -0.609
C -0.184 -0.148 -0.375
O -2.129 0.150 -1.512
H -2.821 1.746 0.636
H -1.352 1.234 1.480
H -2.696 0.126 0.999
H -1.143 1.632 -1.045
H -0.546 -1.164 -0.046
H 0.505 0.240 0.370
H 0.346 -0.324 -1.230
H -1.728 0.279 -2.374
C -0.929 -0.770 3.968
C 0.389 -1.110 3.250
C 1.515 -0.866 4.149
O 0.508 -2.303 2.877
H -1.695 -0.671 3.219
H -0.900 0.209 4.407
H -1.331 -1.445 4.663
H 0.521 -0.515 2.363
H 1.437 -1.583 4.973
H 1.415 0.182 4.512
H 2.480 -0.952 3.616
H 1.164 -2.288 2.154
C 1.950 -2.326 -1.547
C 2.366 -2.832 -0.195
C 3.810 -3.322 -0.196
O 2.370 -2.014 0.708
H 2.389 -2.969 -2.287
H 2.277 -1.319 -1.620
H 0.896 -2.412 -1.692
H 1.590 -3.605 0.122
H 4.531 -2.550 -0.132
H 4.038 -3.799 -1.115
H 3.958 -4.004 0.647
H 3.044 -1.325 0.543
C 3.786 2.718 0.127
C 3.182 1.440 -0.463
C 2.578 1.632 -1.826
O 3.865 0.397 -0.389
H 4.238 3.383 -0.659
H 4.473 2.477 0.906
H 2.936 3.298 0.517
H 2.300 1.257 0.168
H 2.127 0.819 -2.294
H 3.343 2.012 -2.478
H 1.682 2.245 -1.897
H 4.813 0.652 -0.533
C -2.604 -3.128 1.203
C -2.647 -3.870 2.492
C -3.453 -5.180 2.460
O -1.485 -4.179 2.890
H -1.613 -3.293 0.805
H -2.704 -1.999 1.358
H -3.303 -3.569 0.519
H -3.018 -3.189 3.271
H -3.742 -5.557 3.481
H -2.987 -5.986 1.885
H -4.440 -5.046 1.973
H -1.003 -3.416 3.138
C 0.232 3.981 -0.826
C 1.114 5.247 -0.760
C 1.075 5.656 0.699
O 2.344 5.109 -1.081
H -0.766 4.133 -0.509
H 0.605 3.151 -0.181
H 0.171 3.627 -1.877
H 0.782 6.059 -1.323
H 1.467 6.696 0.857
H 1.533 5.012 1.457
H 0.014 5.731 0.933
H 2.759 5.979 -1.044
C -3.265 -2.627 -3.861
C -2.948 -3.407 -2.634
C -3.064 -4.891 -2.923
O -1.884 -3.107 -1.976
H -3.127 -1.575 -3.606
H -4.279 -2.828 -4.148
H -2.565 -2.914 -4.702
H -3.673 -3.180 -1.888
H -4.083 -5.096 -3.276
H -2.892 -5.495 -2.048
H -2.337 -5.186 -3.598
H -2.021 -2.254 -1.652
C 0.211 4.140 4.262
C 0.870 2.845 4.056
C 1.065 2.560 2.562
O 1.916 2.827 4.764
H -0.184 4.244 5.274
H -0.599 4.276 3.567
H 0.825 4.977 4.062
H 0.131 2.211 4.505
H 1.338 1.532 2.353
H 1.940 3.134 2.288
H 0.196 2.757 1.877
H 1.715 2.359 5.576

Forces on the atoms, in the same order (eV/Å):
0.30 0.33 -1.31
-0.04 5.26 -6.30
0.62 -0.20 1.59
0.65 -4.89 6.46
-0.51 -0.74 0.28
-0.17 0.43 0.32
-0.66 -0.09 0.05
0.22 0.91 -1.62
-0.16 -0.28 -0.12
-0.41 0.35 -0.13
0.35 0.10 -0.47
-0.03 -0.88 0.79
-1.96 0.34 0.50
6.20 2.27 3.92
-1.47 -0.60 2.50
-6.06 -3.86 -4.76
0.03 0.50 -0.03
-0.03 -0.20 -0.10
0.37 -0.47 0.30
0.89 1.59 0.31
0.35 0.85 0.01
-0.06 0.06 0.19
1.22 -0.16 -2.41
0.10 -0.47 -0.07
0.06 0.84 -2.08
-0.95 6.46 2.60
1.43 2.25 1.53
-0.10 -8.63 -3.44
-0.55 -0.08 -0.53
0.30 0.47 0.42
0.08 -1.32 1.20
-0.49 1.41 -0.30
0.31 0.21 0.00
0.55 -0.60 0.22
-0.34 -0.13 0.36
-0.16 -0.72 0.08
-0.08 -0.86 -0.26
0.15 -8.03 -6.33
-0.54 -2.48 -0.46
-1.09 9.66 9.19
0.36 -0.02 -0.63
0.34 0.90 -0.53
-0.85 0.25 -0.02
1.21 0.01 -0.64
0.42 1.32 0.27
0.41 -1.05 -0.81
0.15 0.07 -0.17
-0.45 0.03 0.32
-0.83 0.90 -1.57
-6.87 6.41 0.51
-0.18 1.83 -0.59
7.45 -6.68 0.39
-0.09 -0.74 0.72
0.55 -0.08 0.68
0.67 -0.06 -0.02
-0.14 0.07 0.29
0.02 -2.45 -0.38
0.29 0.39 -0.70
0.55 0.94 0.56
-0.95 -0.94 0.10
0.08 1.72 -0.55
-5.90 0.73 -0.19
-2.03 -0.01 0.31
6.67 -3.50 2.26
0.28 -0.02 -0.37
-0.21 -1.56 -0.47
-0.59 0.41 -0.67
-1.36 0.03 -0.06
0.78 0.35 -0.83
0.42 0.27 0.22
0.39 0.21 0.10
1.39 1.04 0.17
1.49 -0.73 -1.59
-4.86 -0.56 4.24
-1.22 1.98 1.10
7.08 -1.62 -2.78
-1.00 0.67 0.35
0.12 0.69 -0.58
0.05 -0.02 0.59
-2.09 1.29 -1.09
-0.04 -0.77 -0.20
0.08 -0.14 -0.66
-0.15 0.13 0.55
0.22 -0.35 -0.06
1.41 0.45 -0.88
-5.04 -2.57 -1.36
-1.36 0.48 1.24
6.72 -0.50 1.14
-0.20 0.09 -0.37
-0.50 0.07 -0.34
-0.68 0.37 0.70
-2.27 -0.01 0.13
0.37 -0.11 -0.17
-0.04 -0.08 0.60
1.32 -0.61 -1.78
0.28 2.47 1.14
-1.92 1.65 -0.28
-6.60 0.21 -3.83
-0.07 -0.40 -0.20
7.24 -1.16 4.10
0.09 -0.02 0.03
-0.78 -0.05 -0.18
1.17 0.87 -0.08
-0.69 -1.40 -0.38
0.12 -0.37 0.28
0.05 0.33 -0.39
0.76 0.26 1.03
0.64 0.05 0.16

Löwdin atomic charge list, values in e, 4 entries: number 1, C, carries -0.031; number 2, C, carries -0.642; number 3, C, carries -0.020; number 4, O, carries 0.008